No. 1
100
Properties=species:S:1:pos:R:3:forces:R:3:mulliken_charge:R:1 method="wB97M-V/def2-TZVPD" energy_ev=-78946.4802 charge=0 orbital_gap_ha=0.3708 smiles="C[C@H]1COC(=O)O1.C[C@H]1COC(=O)O1.C[C@H]1COC(=O)O1.C[C@H]1COC(=O)O1.COC(=O)OC.COC(=O)OC.COC(=O)OC.COC(=O)OC" relative_energy_ev=7.929
C -3.83214 1.22256 2.37209 -2.605 -1.218 1.412 -1.082
C -4.08532 -0.28778 2.37808 -1.470 1.476 0.753 0.469
C -3.80810 -1.02812 1.15191 0.246 -1.552 -1.310 0.349
O -2.89801 -2.07075 1.61942 0.126 -0.525 -3.546 -0.303
C -2.65150 -1.96301 2.87566 1.081 -3.095 3.642 0.671
O -2.03653 -2.75657 3.60945 -0.715 1.885 -2.398 -0.675
O -3.30575 -0.96395 3.38616 -1.580 2.428 0.998 -0.340
H -4.09669 1.60725 3.35823 0.477 0.009 0.161 0.417
H -4.55442 1.71774 1.75295 -0.483 0.013 -0.746 0.584
H -2.90343 1.52077 2.05306 2.417 0.391 -0.511 -0.139
H -5.18629 -0.49854 2.41349 0.817 0.601 1.725 0.222
H -3.43191 -0.44841 0.32821 0.887 0.022 -0.251 -0.567
H -4.75756 -1.46138 0.79964 0.762 -0.513 -0.096 0.490
C -1.23218 0.92569 4.65554 3.455 0.081 -1.838 -0.906
C 0.00513 1.20924 5.51410 -0.420 1.379 0.663 0.074
C 1.14664 0.15867 5.73138 -1.429 -1.263 1.526 -0.280
O 2.01319 0.52049 4.70776 1.785 -3.078 0.500 -0.092
C 1.71889 1.65163 4.22971 3.727 4.264 -5.765 0.618
O 2.35147 2.17711 3.28365 -1.354 -1.414 2.260 -0.640
O 0.73656 2.23295 4.79277 -2.100 0.864 1.330 -0.374
H -0.84645 0.47787 3.67669 -0.753 0.321 1.197 -0.167
H -1.75299 1.83345 4.40468 -0.131 0.369 0.200 0.344
H -1.80187 0.26542 5.18253 -1.974 -1.936 0.990 0.557
H -0.28931 1.74016 6.42655 -0.004 -0.590 0.097 0.431
H 0.82736 -0.90360 5.48833 0.292 1.218 0.793 0.161
H 1.67553 0.24051 6.77074 -1.059 -0.194 -1.928 0.210
C -0.00170 0.08222 0.89256 0.702 0.417 -0.273 0.377
C 0.05770 -0.40400 -0.59815 0.905 0.028 1.698 1.259
C 0.58835 -1.86475 -0.88858 4.312 2.304 1.441 0.726
O -0.49793 -2.52274 -1.36090 2.704 -4.210 -0.439 -0.274
C -1.48506 -1.78984 -1.48344 -6.927 1.143 -1.132 0.239
O -2.58114 -2.17874 -1.90070 1.751 1.067 0.546 -0.692
O -1.28214 -0.55195 -1.04128 -0.515 0.886 -0.518 0.317
H -0.70323 -0.45893 1.49200 -0.812 -0.756 0.002 -0.928
H -0.30493 1.15911 0.95783 0.568 -0.965 -0.148 0.093
H 0.94157 -0.07491 1.44989 -0.113 0.378 -0.707 -0.180
H 0.60332 0.37938 -1.15715 -0.458 -0.668 0.048 -0.665
H 1.03360 -2.32608 0.02965 -0.722 0.193 -0.697 -0.159
H 1.46186 -1.82021 -1.62185 -1.401 -0.205 0.600 -0.129
C -6.02045 -0.45534 -3.60612 -3.185 1.788 -0.431 -1.594
C -4.89467 0.30041 -3.05058 2.336 1.602 0.023 1.320
C -3.51894 0.32429 -3.85340 0.898 -3.299 2.272 0.416
O -3.49331 1.47061 -4.61364 2.380 -1.829 -1.876 -0.287
C -4.30400 2.28599 -4.15769 -5.294 5.587 2.430 0.627
O -4.47519 3.43512 -4.52788 0.359 -2.114 0.815 -0.613
O -5.12722 1.72372 -3.08347 1.230 0.755 -1.618 -0.408
H -6.38444 -0.18960 -4.67674 0.607 -0.183 1.979 0.288
H -6.84987 -0.38957 -2.79914 0.809 0.243 -1.753 0.325
H -5.78610 -1.44950 -3.57172 0.776 -2.818 -0.236 0.461
H -4.79299 -0.03427 -1.98686 0.507 0.463 -0.887 -0.410
H -3.40981 -0.51719 -4.52481 -0.078 -0.290 -0.072 0.356
H -2.61431 0.32715 -3.16967 -1.244 -0.009 -0.559 -0.462
C 4.86093 -2.18694 -0.97491 -0.445 -0.592 0.352 -1.094
O 3.79121 -1.23901 -0.93078 -0.842 -2.100 -0.350 0.223
C 4.01734 -0.02765 -0.64675 7.337 5.760 0.036 0.413
O 5.34375 0.51629 -0.70766 -7.927 -2.885 0.805 -0.729
O 2.88958 0.64684 -0.40747 0.981 -2.367 0.459 0.146
C 2.91760 1.93830 0.16957 0.456 1.404 1.524 -0.932
H 4.57899 -2.96915 -1.64926 -0.736 -0.535 -0.127 0.303
H 5.04928 -2.58473 0.01853 -0.153 0.077 0.087 0.257
H 5.75431 -1.82862 -1.38112 1.247 1.307 -0.342 0.448
H 3.78386 2.16978 0.84320 -0.443 -0.609 -1.095 0.277
H 2.03267 2.20626 0.78386 0.308 -1.158 -0.526 0.108
H 2.84926 2.52837 -0.69481 0.395 1.659 -0.763 0.510
C -2.19898 3.69193 0.63477 -2.083 3.513 -0.768 -1.095
O -2.19302 2.64464 -0.22482 1.285 -2.915 -3.432 0.238
C -1.06035 2.47209 -0.93622 7.134 4.059 1.744 0.236
O 0.20772 2.92543 -0.55477 -7.627 -2.415 -1.389 -0.616
O -1.18524 2.01647 -2.14996 -0.956 -0.011 0.203 0.318
C -0.05613 2.15555 -3.02363 -2.333 -1.046 -2.355 -1.357
H -1.61919 3.54985 1.43318 2.791 -0.642 3.091 0.496
H -3.20223 3.79425 1.04149 -0.260 -0.029 -0.373 0.281
H -1.91173 4.65320 0.15353 -0.170 -0.680 0.171 0.307
H 0.57176 1.35225 -3.02400 1.823 -2.471 1.232 0.466
H 0.53852 2.98470 -2.90396 0.659 2.252 0.498 0.546
H -0.41114 1.98586 -4.07332 -0.488 1.076 0.900 0.232
C 5.34796 -1.35264 -4.77343 -1.774 -2.004 -0.916 -0.790
O 4.17463 -0.69693 -4.28647 1.026 1.088 1.152 -0.219
C 3.07677 -1.17895 -4.70929 -2.615 -5.104 -6.104 0.775
O 3.00035 -2.24610 -5.59399 0.079 5.818 5.294 -0.660
O 2.02561 -0.40297 -4.35706 1.137 -0.693 -0.277 -0.209
C 0.71557 -0.76301 -4.80247 0.105 -1.430 0.474 -0.700
H 5.23523 -1.43021 -5.84699 0.277 -0.027 -0.182 0.352
H 5.32937 -2.35467 -4.36625 0.119 -0.346 -0.065 0.310
H 6.23143 -0.90470 -4.49162 1.424 1.661 0.848 0.295
H 0.22150 0.00820 -5.30400 0.019 1.714 -1.208 0.375
H 0.11213 -0.83036 -3.91071 -0.165 -0.818 0.441 0.089
H 0.68604 -1.64329 -5.45869 0.294 0.095 0.630 0.437
C 1.10701 -3.29807 2.80860 0.767 0.704 3.131 -0.770
O 2.00561 -2.31335 2.29340 1.176 1.489 -0.928 -0.072
C 3.00251 -1.76878 3.02377 1.557 -3.084 6.919 0.472
O 3.37216 -2.18552 4.30124 -2.541 2.175 -7.370 -0.691
O 3.65378 -0.82101 2.39331 -1.597 -0.830 -1.575 0.163
C 4.70938 -0.19310 3.05364 0.186 0.341 3.280 -0.829
H 0.18603 -3.47113 2.29886 0.106 -0.058 -1.666 0.301
H 0.68027 -2.85168 3.70695 0.209 -0.206 0.477 0.197
H 1.68362 -4.16184 3.12598 -0.254 -0.277 -0.326 0.337
H 5.14753 0.65054 2.56532 -0.276 0.143 -1.024 0.328
H 5.44297 -0.89480 3.38294 0.763 -0.777 -0.470 0.334
H 4.34046 0.12864 4.04132 -0.065 0.323 -0.485 0.157

No. 2
9
Properties=species:S:1:pos:R:3:forces:R:3:mulliken_charge:R:1 method="wB97M-V/def2-TZVPD" energy_ev=-10984.8576 charge=0 orbital_gap_ha=0.3814 relative_energy_ev=2.994
C -0.64834 0.41413 -0.30683 2.371 -3.362 -1.811 0.627
N -1.03817 1.52679 -0.77319 0.017 -0.693 0.209 -0.390
N -0.91885 -0.15772 0.88954 -0.861 6.073 0.039 -0.376
N 0.51044 -0.81116 -1.15054 -2.400 2.512 -1.342 -0.302
F -0.60173 1.65079 -2.09514 0.262 0.233 -0.037 -0.154
F 1.73374 -0.06604 -1.29239 -1.115 -0.500 0.095 -0.188
H -1.25107 0.59956 1.57123 0.475 -2.480 -0.870 0.272
H -0.80565 -1.09838 1.01557 0.417 -2.360 0.701 0.224
H 0.17047 -0.87407 -2.22769 0.832 0.577 3.014 0.287